Below is a 2-piece molecular cluster, C13H16Cl2FN2 overall in a non-equilibrium geometry, with properties calculated with the ωB97M-V functional and the def2-TZVPD basis.

Cartesian coordinates (Å):
C: -3.9439 -0.6447 1.6385
C: -2.8853 -0.3035 0.5920
C: -1.6433 0.2956 1.1352
C: -1.3741 1.6999 1.3102
C: -2.2513 2.8450 1.0669
N: -0.1797 1.8867 1.8475
C: 0.5653 0.6157 1.7402
C: -0.5105 -0.3906 1.5438
C: -0.3400 -1.8533 1.5892
H: -4.8081 -1.0940 1.1450
H: -3.5492 -1.3556 2.3722
H: -4.2764 0.2543 2.1689
H: -2.6380 -1.2070 0.0116
H: -3.3031 0.4133 -0.1278
H: -3.1647 2.4889 0.6004
H: -2.4759 3.3125 2.0340
H: -1.7704 3.5953 0.4218
H: 0.3375 2.7799 1.8714
H: 1.2146 0.4147 2.5908
H: 0.6027 -2.1229 2.0937
H: -1.1692 -2.3600 2.1208
H: -0.2963 -2.3117 0.5830
Cl: 0.3950 -1.5249 -2.1085
C: 2.0026 -1.1016 -2.5157
N: 2.5860 -0.4051 -1.5567
F: 1.3402 0.7590 0.6028
C: 3.7966 0.0927 -1.7530
Cl: 4.3116 1.0660 -0.4539
C: 4.5468 -0.2024 -2.8935
C: 3.9860 -1.0138 -3.8944
C: 2.6714 -1.4555 -3.6896
H: 5.5508 0.1984 -2.9263
H: 4.5433 -1.2791 -4.7778
H: 2.1289 -2.0919 -4.3825

Results
molecular weight: 290.2 g/mol
charge: +1
highest occupied orbital energy: -11.74 eV

Below is an isolated ion of composition C4H4NO3S and charge -1 in a non-equilibrium geometry, with properties calculated with the ωB97M-V functional and the def2-TZVPD basis.

Cartesian coordinates (Å):
O: 3.0109 -0.7305 0.7040
C: 2.3372 -0.2428 -0.1714
O: 2.4615 -0.0339 -1.3947
C: 0.8447 0.0857 0.2292
C: -0.1982 -0.5128 0.7982
C: -1.4394 0.3158 0.4899
S: -2.6849 -0.6570 -0.5647
O: -1.0470 1.4479 -0.0636
N: 0.4493 1.3615 -0.1251
H: -0.4816 -1.5682 0.9986
H: -2.2242 0.4392 1.2591
H: -1.8746 -1.5793 -1.1335
H: 0.8463 1.6743 -1.0260

Results
molecular weight: 146.1 g/mol
structure (SMILES): O=C([O-])C1=C[C@H](S)ON1
relative energy (zero: lowest compared OMol25 entry of this formula, charge and spin): 347.4 kJ/mol
charge: -1
highest occupied orbital energy: -4.42 eV

Number 1: gap between HOMO and LUMO 6.769 eV. Number 2: gap between HOMO and LUMO 7.614 eV.